(1)
The following is a DFT calculation (ωB97M-V/def2-TZVPD) of a cluster of 8 separate species, C39H30BF4O25 in total in a non-equilibrium geometry.

The value obtained for the HOMO energy is -6.7 eV. The calculation puts the LUMO energy at -0.66 eV. For the HOMO-LUMO gap, the calculation gives 6.061 eV. As for the net charge: -1. As for the total energy: -3809.1297 hartree.

Last column: Löwdin charge in e.
Geometry (Å):
B (11.2310, 26.0020, 2.4040)  -1.25
F (11.2190, 27.3230, 2.6020)  0.21
F (9.9460, 25.3590, 2.4330)  0.09
F (11.7110, 25.6190, 1.1330)  0.10
F (11.9870, 25.3490, 3.3940)  0.12
C (12.0520, 20.5670, 4.1950)  0.07
C (12.0080, 21.9450, 4.4720)  -0.24
C (10.8980, 22.4660, 5.3810)  -0.23
O (10.7640, 23.7630, 5.5350)  0.03
C (10.0200, 21.5330, 6.0800)  0.11
C (10.0410, 20.1260, 5.6650)  -0.12
C (11.0400, 19.5670, 4.7340)  -0.36
O (11.0870, 18.3950, 4.4220)  0.11
O (9.0380, 19.2300, 6.0780)  0.08
O (12.8200, 22.8740, 3.9530)  0.05
H (12.9320, 20.1430, 3.4610)  0.18
H (9.3270, 21.7950, 6.6860)  0.05
H (8.5840, 19.7460, 6.7330)  0.09
H (12.3850, 23.7790, 3.7510)  0.11
C (8.0810, 28.2310, -4.1490)  0.06
C (7.4290, 26.8470, -4.0710)  -0.12
C (8.1510, 25.8230, -3.2050)  -0.39
O (7.7860, 24.6590, -3.0910)  0.07
C (9.2520, 26.2370, -2.3500)  0.08
C (9.9210, 27.6370, -2.4770)  -0.18
C (9.2870, 28.5220, -3.5430)  -0.42
O (9.7620, 29.6230, -3.7200)  0.11
O (10.7910, 28.1110, -1.6830)  0.15
O (6.3950, 26.4220, -4.8650)  0.05
H (7.4710, 29.0310, -4.6800)  0.14
H (9.6340, 25.4560, -1.6960)  0.10
H (10.7970, 27.4890, -0.8590)  0.19
H (6.3220, 25.4180, -4.5900)  0.16
C (8.0200, 28.4290, 6.1920)  0.11
C (8.9900, 27.3000, 6.1280)  -0.12
C (9.7880, 26.8630, 7.2360)  -0.47
O (10.7120, 26.1530, 7.1460)  0.15
C (9.4680, 27.4240, 8.5210)  0.12
C (8.4000, 28.5330, 8.6940)  -0.13
C (7.7890, 29.1250, 7.4990)  -0.42
O (7.1030, 30.0760, 7.5060)  0.14
O (7.8360, 28.8220, 9.8770)  0.10
O (9.3580, 26.8100, 4.8480)  0.03
H (7.4910, 28.7700, 5.2780)  0.13
H (9.9810, 26.9560, 9.3060)  0.09
H (8.1250, 28.3780, 10.6810)  0.13
H (10.1980, 26.2090, 4.9320)  0.13
C (13.6160, 21.6440, -2.8520)  0.12
C (13.5690, 23.1950, -2.3560)  -0.13
C (14.7930, 23.7290, -1.7870)  -0.31
O (14.7020, 24.8950, -1.2390)  0.05
C (16.0060, 22.8870, -1.7770)  0.08
C (16.1040, 21.4870, -2.3240)  -0.11
C (14.7880, 20.8970, -2.7760)  -0.35
O (14.6890, 19.6110, -3.0110)  0.02
O (17.2310, 20.8050, -2.7330)  0.12
O (12.4100, 23.8190, -2.2190)  0.08
H (12.8730, 21.0600, -3.2350)  0.08
H (16.9560, 23.3240, -1.6130)  0.09
H (18.0070, 21.2660, -2.6620)  0.07
H (12.5730, 24.5180, -1.4550)  0.18
C (8.0060, 19.9220, 2.4350)  0.08
C (8.9900, 19.6420, 1.3980)  -0.24
C (9.8320, 20.7000, 0.9340)  -0.43
O (10.6280, 20.5580, 0.0270)  0.11
C (9.6840, 21.9640, 1.5730)  0.12
C (8.5000, 22.2460, 2.5310)  -0.11
C (7.7990, 21.2030, 3.1190)  -0.44
O (6.9390, 21.2480, 3.9780)  0.12
O (8.4050, 23.5010, 3.1700)  0.06
O (9.1310, 18.4160, 0.8360)  0.06
H (7.7050, 18.8080, 2.8920)  0.19
H (10.2640, 22.9000, 1.2840)  0.14
H (9.1440, 24.1410, 2.9490)  0.07
H (9.8220, 18.6260, 0.0690)  0.17
C (11.5210, 30.5270, 6.4400)  0.10
C (11.3900, 29.9420, 4.9170)  -0.10
C (10.2290, 30.2980, 4.1290)  -0.38
O (10.0610, 29.7930, 3.0080)  0.11
C (9.3190, 31.3290, 4.6500)  0.11
C (9.4860, 31.9250, 6.0980)  -0.08
C (10.5940, 31.4680, 6.9690)  -0.46
O (10.7260, 31.7790, 8.1380)  0.09
O (8.7860, 33.0800, 6.4970)  0.04
O (12.2340, 29.0000, 4.4560)  0.14
H (12.5240, 30.1910, 6.8780)  0.13
H (8.5560, 31.3870, 4.0040)  0.06
H (7.9230, 33.2180, 5.9750)  0.16
H (11.8090, 28.7090, 3.6970)  0.03
C (14.3220, 25.1100, 5.9160)  0.00
C (15.1220, 26.2790, 6.5530)  -0.46
O (16.3550, 26.3430, 6.3010)  0.01
C (14.5520, 27.0900, 7.5610)  -0.03
H (14.6990, 24.0140, 5.9830)  0.13
H (14.0200, 25.3950, 4.9400)  0.06
H (13.4010, 25.1160, 6.4000)  0.03
H (14.2670, 26.5460, 8.4130)  0.09
H (13.6200, 27.5210, 7.1390)  0.10
H (15.1970, 27.8860, 7.7690)  0.07


(2)
The following is a DFT calculation (ωB97M-V/def2-TZVPD) of a structure of composition C39H30N2O3P2S2W in a non-equilibrium geometry.

The value obtained for the HOMO energy (spin up / spin down) is -13.1 / -13.1 eV. The calculation puts the LUMO energy (spin up / spin down) at -7.50 / -7.49 eV. For the HOMO-LUMO gap (spin up / spin down), the calculation gives 5.609 / 5.610 eV. As for the net charge: +2. As for the total energy: -3385.0464 hartree.

Last column: Löwdin charge in e.
Geometry (Å):
W (0.1128, -0.2862, -1.3634)  1.44
S (-0.3328, 2.2039, -1.0113)  0.48
P (-0.8774, 1.3726, 0.7733)  0.54
C (-0.1304, -0.2883, 0.6099)  -0.58
P (1.5633, -0.6550, 1.1727)  0.58
S (2.4502, 0.0906, -0.4792)  0.50
C (1.6971, -2.4158, 1.3650)  -0.35
C (0.5265, -3.1719, 1.6752)  -0.08
C (0.7041, -4.4494, 2.1228)  -0.06
C (1.9853, -5.0339, 2.2146)  -0.05
C (3.0021, -4.4275, 1.5798)  -0.09
C (2.9025, -3.1084, 1.1956)  -0.09
C (2.1804, 0.0996, 2.6372)  -0.36
C (3.2539, 1.0199, 2.4411)  -0.10
C (4.0853, 1.4412, 3.4684)  -0.02
C (3.7966, 0.9242, 4.7446)  -0.03
C (2.7402, 0.0572, 4.9753)  -0.04
C (1.8878, -0.3235, 3.9298)  -0.06
C (-0.1807, 2.1529, 2.1562)  -0.41
C (0.7319, 3.1990, 2.0061)  -0.08
C (1.0060, 3.9856, 3.1306)  -0.03
C (0.4543, 3.5962, 4.3741)  -0.03
C (-0.3083, 2.4467, 4.5279)  -0.04
C (-0.6347, 1.7292, 3.3897)  -0.09
C (-2.5951, 1.0969, 0.9597)  -0.37
C (-3.2533, -0.1282, 0.7051)  -0.07
C (-4.6524, -0.0451, 0.6575)  -0.06
C (-5.3264, 1.1328, 0.9621)  -0.03
C (-4.6526, 2.3154, 1.2199)  -0.04
C (-3.2788, 2.2971, 1.2120)  -0.08
H (-0.4801, -2.7909, 1.5930)  0.10
H (-0.1499, -5.0037, 2.5685)  0.13
H (2.0879, -5.9969, 2.7271)  0.13
H (3.9509, -4.9438, 1.4269)  0.13
H (3.7966, -2.6596, 0.7395)  0.13
H (3.4294, 1.3755, 1.4003)  0.06
H (4.9107, 2.0531, 3.2956)  0.10
H (4.3995, 1.1094, 5.6026)  0.11
H (2.5927, -0.2856, 5.9806)  0.11
H (1.0584, -0.9869, 4.0824)  0.11
H (1.2127, 3.4059, 1.0215)  0.10
H (1.6504, 4.8527, 3.0965)  0.12
H (0.7145, 4.1646, 5.2552)  0.12
H (-0.6646, 2.1530, 5.5347)  0.14
H (-1.1811, 0.8476, 3.4675)  0.10
H (-2.5872, -0.9852, 0.5686)  0.09
H (-5.1910, -0.9287, 0.2922)  0.13
H (-6.3890, 1.1311, 0.9556)  0.11
H (-5.1612, 3.2614, 1.3266)  0.12
H (-2.7139, 3.2531, 1.3408)  0.14
O (-4.2334, 0.3930, -2.1380)  0.04
C (-3.9270, 1.1318, -3.2721)  -0.20
C (-5.1150, 1.7201, -3.7581)  0.03
C (-5.0871, 2.4350, -4.9703)  -0.03
C (-3.8781, 2.5973, -5.5964)  -0.08
C (-2.6919, 2.1452, -5.0537)  0.01
C (-2.6824, 1.3084, -3.8827)  -0.10
C (-1.4345, 0.7378, -3.4666)  -0.36
O (-1.5373, -0.0842, -2.3247)  -0.30
N (-0.3148, 0.8714, -4.1324)  0.12
N (0.6410, 0.1403, -3.5195)  -0.13
C (1.6179, -0.3828, -4.1548)  -0.01
C (2.3464, -1.5208, -3.6567)  -0.17
C (3.4912, -1.9790, -4.3304)  0.02
C (4.0391, -3.2405, -4.0671)  -0.02
C (3.5531, -3.9455, -2.9919)  -0.04
C (2.5110, -3.5192, -2.2054)  0.01
C (1.9789, -2.3046, -2.5804)  -0.27
O (0.7778, -1.9859, -1.8559)  -0.28
H (-3.4664, -0.1555, -1.9010)  0.08
H (-6.0140, 1.4777, -3.2425)  0.12
H (-5.9714, 2.9428, -5.3713)  0.13
H (-3.8166, 3.1730, -6.5067)  0.11
H (-1.7788, 2.2323, -5.5936)  0.11
H (1.8775, -0.1318, -5.2100)  0.17
H (3.7563, -1.4633, -5.2100)  0.11
H (4.9162, -3.5708, -4.5784)  0.12
H (4.0757, -4.8701, -2.7765)  0.13
H (2.2237, -4.0063, -1.2809)  0.12


Question: Which of these has the highest net charge?
Answer: C39H30N2O3P2S2W


Question: Among the records above, which one has the highest net charge?
Answer: C39H30N2O3P2S2W


Question: net charge of number 1 (C39H30BF4O25)?
Answer: -1


Question: Look up the net charge of the second one.
Answer: +2